# 1
48
Properties=species:S:1:pos:R:3 method="wB97M-V/def2-TZVPD" mol_weight_g_mol=288.24 multiplicity=1 homo_ev=-10.658 total_energy_ev=-33277.5839 homo_lumo_gap_ev=10.5
H -0.196 -2.775 2.891
H -0.638 -1.674 1.931
O 2.538 -2.007 -1.533
H 4.376 -0.243 -0.471
O 4.223 -3.490 1.377
O 3.987 -1.077 -3.696
O -2.126 -0.550 5.345
H 3.853 -4.060 2.096
H 3.496 -1.926 -1.506
H -2.827 -3.911 2.733
H -5.017 -0.378 -1.517
O -0.316 -1.844 2.834
O -2.769 -3.060 3.099
H 5.187 -0.744 -1.662
H -4.347 0.214 0.634
H 0.062 0.058 -4.253
O 2.921 3.512 0.465
O -0.238 0.429 -3.413
H 2.336 2.805 0.465
H 4.750 -0.492 -3.640
O -0.833 -2.335 -0.678
O -3.276 4.944 0.689
O 4.642 0.014 -1.346
H -3.113 -2.341 2.548
H -3.251 5.031 1.666
H 1.839 1.859 -2.456
H -2.482 2.632 0.210
H -0.269 2.248 0.199
H -4.258 -1.488 -2.436
H 2.607 4.332 0.017
H 3.528 -3.383 0.698
H -1.762 -2.348 -0.546
H 3.086 1.218 -1.907
H -2.319 1.717 1.598
H -2.580 5.475 0.202
H 0.617 2.938 -0.921
O -1.930 2.101 0.791
O -4.899 0.983 0.492
H -0.135 -0.360 -2.880
H -4.506 1.831 0.484
H -1.362 -0.441 5.860
H 2.333 -2.077 -2.493
O 0.549 2.860 0.040
O -4.648 -1.246 -1.555
H -2.241 -1.493 5.201
H 3.333 -0.569 -3.143
O 2.277 0.999 -2.380
H -0.204 -1.890 -0.134

# 2
53
Properties=species:S:1:pos:R:3 method="wB97M-V/def2-TZVPD" mol_weight_g_mol=384.30 multiplicity=1 homo_ev=-4.647 charge=-2 total_energy_ev=-52312.0737 homo_lumo_gap_ev=9.6
H -2.074 2.131 -2.827
H 1.624 2.071 3.250
O -0.632 1.036 -0.080
H 1.652 -1.401 2.012
O -1.613 2.889 -2.422
O 3.575 -0.405 -2.391
O 0.894 0.772 -3.362
O -2.537 -0.103 -2.662
O 0.433 -0.287 1.602
O -0.339 -2.490 -2.756
O -1.015 -1.301 -0.064
H 2.993 0.849 0.196
O 1.392 3.299 -0.170
H -3.626 -1.110 -0.619
H 3.530 -0.149 1.169
H -1.606 2.738 2.385
O -0.734 2.732 2.762
H -0.956 2.464 -1.850
H 2.876 -1.139 2.806
O -0.453 -4.155 -0.051
O 2.235 -3.338 -0.328
H 2.678 1.324 2.387
H -1.644 -2.057 2.937
H -0.728 -3.238 -0.101
H -2.770 -1.978 0.236
H 2.673 -2.934 0.444
H 4.046 -0.251 -1.565
H 2.679 -0.632 -2.087
H 1.146 3.154 -1.093
H -3.718 0.249 0.926
H -0.649 -1.107 3.527
O -3.713 -1.809 0.058
O 3.806 0.675 0.719
H -0.908 -3.228 -2.510
H -2.562 1.156 0.466
H -3.019 3.238 0.551
O 1.195 -0.446 -0.684
H 1.794 -2.620 -0.795
O -3.532 1.161 0.615
H 1.851 0.821 -3.229
S 0.024 -0.281 0.195
H -0.078 -2.078 -1.889
O 2.536 -1.803 2.187
O -2.513 3.976 0.186
H -0.332 1.970 2.321
H 0.510 -4.132 0.080
O -1.319 -1.769 3.799
H 0.652 2.843 0.284
H -1.996 -0.902 -2.864
H -2.329 0.101 -1.741
H -2.338 3.685 -0.724
H 0.580 0.361 -2.540
O 2.357 1.448 3.305

# 3
49
Properties=species:S:1:pos:R:3 method="wB97M-V/def2-TZVPD" mol_weight_g_mol=289.25 multiplicity=2 homo_ev="-15.963 / -15.464" charge=+2 total_energy_ev=-33273.9019 homo_lumo_gap_ev="9.9 / 2.7"
H 2.188 1.231 1.952
H -4.668 -3.145 1.391
O -0.728 -0.053 -0.951
O 1.892 0.018 4.446
O -4.028 -0.455 0.993
H -4.216 -4.186 0.401
O -3.046 2.089 -0.237
H -4.299 -0.486 1.924
H 2.205 0.798 -0.906
H 0.292 3.854 -3.957
H 0.342 -2.282 -2.786
H -0.073 0.471 -0.391
H -1.372 1.289 -2.104
O 0.509 -3.963 -0.440
O 1.701 0.486 1.636
O 4.150 -2.995 -0.352
H 1.398 1.079 -3.207
H 0.127 -4.067 -1.396
H -2.173 1.426 0.346
H 2.817 3.899 3.343
H -3.648 1.841 -0.936
H -0.806 2.684 -2.561
H 1.561 -0.453 -3.633
H 1.890 0.133 5.395
H 0.027 -0.487 3.644
O -0.442 -0.741 2.801
O -0.253 -3.096 -2.616
H -1.263 0.445 2.073
O 0.895 0.238 -3.448
O 2.209 -0.145 -1.191
O 3.022 3.548 2.448
O -0.620 3.928 -3.402
H -0.197 -3.363 -0.106
H -0.730 1.898 1.721
H -3.347 0.215 1.204
H -2.332 2.546 -0.752
H -0.369 -3.655 -3.330
H 0.255 -0.827 2.075
O -1.219 2.272 -1.813
H -0.304 -0.013 -1.778
H 2.823 -0.566 -0.616
H 4.787 -3.602 0.019
H 2.046 -0.499 1.527
O -4.661 -4.146 1.185
H -1.112 3.932 -4.237
H 2.794 -0.234 4.326
H 4.476 -2.614 -1.130
H 2.983 4.411 1.879
O -1.482 1.336 1.548

# 4
50
Properties=species:S:1:pos:R:3 method="wB97M-V/def2-TZVPD" mol_weight_g_mol=305.25 multiplicity=1 homo_ev=-5.929 charge=-1 total_energy_ev=-35344.8931 homo_lumo_gap_ev=8.0
O 3.854 1.607 1.082
H -0.593 -1.800 -1.909
H 0.681 1.162 -5.219
H -2.170 -1.145 -0.044
H -1.071 1.999 0.830
H 1.286 -0.530 -0.038
O 4.173 -1.107 -1.079
H -1.187 -0.198 -2.731
H 3.919 0.736 0.695
H -2.632 0.112 -2.431
O 1.750 3.518 2.580
H 1.882 0.399 1.104
H -2.109 0.962 0.116
H 3.621 2.049 0.252
H 1.059 -2.895 2.611
O -1.380 1.691 -0.017
H -3.397 0.313 2.434
O -4.055 -0.262 2.820
H -4.682 -0.222 2.128
O -2.693 -0.384 0.185
O 2.265 -5.244 1.388
O 0.313 -2.085 -2.061
O -1.721 -1.858 2.537
H -0.867 1.419 -4.736
H -1.957 -1.623 3.434
O -1.993 0.099 -3.153
H 2.694 -5.200 0.531
O 2.074 -0.109 0.316
O -1.185 4.319 -1.539
H -4.519 -2.763 -0.087
H 2.231 2.982 3.217
O -4.620 -2.078 -0.730
H 2.989 1.353 -3.643
H 2.682 -2.943 2.960
H 2.052 3.161 1.737
H -4.261 -1.193 -0.526
O -1.520 1.798 2.883
H -0.652 2.135 3.093
H -0.982 3.563 -0.986
H -2.299 -1.424 1.902
H 1.902 -4.333 1.486
H -2.135 4.209 -1.546
H 3.953 -0.963 -0.163
H -1.356 0.843 2.902
O 1.972 -2.787 2.341
H 3.525 -0.718 -1.665
O 2.768 2.195 -3.242
H 1.894 2.331 -3.610
H 0.483 -2.846 -1.512
O 0.014 1.758 -4.896